No. 1
A single CH2N4O molecule at a distorted geometry. Source: OMol25; level of theory: ωB97M-V with the def2-TZVPD basis set.

```
8
Properties=species:S:1:pos:R:3:forces:R:3
C 0.28020 0.10338 0.68204 1.144 0.492 3.366
H 0.12480 0.38843 2.60840 1.952 -0.806 -1.774
H -1.78238 -0.60496 -1.28060 -1.099 -1.279 -0.013
N 0.85659 0.02097 1.85755 -4.497 1.776 -0.093
N 1.02784 -0.46431 -0.33762 -3.748 1.578 -3.460
N 0.18290 -0.39449 -1.32030 3.513 -4.311 -2.313
N -1.02293 0.01012 -1.18295 2.666 4.295 3.232
O -0.91681 0.67378 0.18290 0.069 -1.745 1.055
```
Positions in Å, forces in eV/Å.

Values from the calculation:
relative energy (zero: lowest compared OMol25 entry of this formula, charge and spin)	88.3	kcal per mole
electronic energy	-333.4071	hartree
HOMO-LUMO gap	9.57	eV

***

No. 2
A single C8H18O2 molecule at a distorted geometry. Source: OMol25; level of theory: ωB97M-V with the def2-TZVPD basis set.

```
28
Properties=species:S:1:pos:R:3:forces:R:3
C 0.57571 -0.36097 -0.09220 2.617 2.637 -1.015
C -2.03566 -0.40816 -0.25738 1.503 1.483 0.027
C 1.85283 0.68182 -0.52833 -0.998 -1.856 0.738
C -0.64042 0.50642 -0.11026 -3.129 -2.244 -0.100
C -3.21407 0.55247 -0.17485 0.051 -0.117 -0.061
C -2.18232 -1.52541 0.76565 0.172 0.071 -0.085
C 3.11948 -0.15578 -0.65796 -0.085 0.151 -0.022
C 2.04067 1.78504 0.50121 -0.139 -0.127 -0.055
O 0.45875 -1.39583 -1.01833 -0.164 -0.188 -0.175
O 0.90518 -0.84416 1.17159 0.200 -0.246 0.381
H 1.27388 -1.91197 -0.99361 -0.012 0.104 0.018
H 0.22078 -1.45731 1.46364 -0.064 0.053 -0.047
H -1.98361 -0.84725 -1.25616 -0.040 0.019 0.056
H 1.59836 1.10724 -1.50335 -0.182 -0.126 0.073
H -0.63778 1.16924 -0.97177 0.047 0.130 0.051
H -0.72080 1.05936 0.82331 0.137 0.146 -0.063
H -3.13716 1.33522 -0.92755 -0.019 0.089 -0.037
H -3.25085 1.02665 0.80658 -0.021 0.060 0.069
H -4.16029 0.03056 -0.32548 -0.039 -0.013 -0.018
H -3.17018 -1.98512 0.69548 -0.040 0.069 -0.006
H -2.06870 -1.14146 1.78116 -0.002 -0.030 0.107
H -1.46309 -2.32320 0.58477 0.101 -0.036 0.072
H 3.98815 0.48363 -0.82147 0.037 -0.018 -0.013
H 3.28297 -0.72411 0.25779 0.077 -0.038 0.028
H 3.06238 -0.84101 -1.50367 0.036 -0.082 -0.032
H 2.15755 1.34741 1.49117 0.012 0.025 0.093
H 2.93503 2.37006 0.28153 0.006 0.008 -0.048
H 1.19322 2.46661 0.51851 -0.061 0.076 0.063
```
Positions in Å, forces in eV/Å.

Values from the calculation:
relative energy (zero: lowest compared OMol25 entry of this formula, charge and spin)	16.1	kcal per mole
electronic energy	-466.0915	hartree
HOMO-LUMO gap	10.29	eV

***

Question: electronic energy of number 2 (C8H18O2)?
Answer: -466.0915 hartree

***

Question: The highest electronic energy belongs to which entry?
Answer: CH2N4O

***

Question: Number 1 is which compound?
Answer: CH2N4O